Entry 1:
57
Properties=species:S:1:pos:R:3:forces:R:3 method="wB97M-V/def2-TZVPD" relative_energy_kcal_mol=51.8 energy_ha=-1675.71565 orbital_gap_ha="0.247 / 0.204" e_lumo_ev="-0.257 / -0.049" homo_energy_ev="-6.98 / -5.59"
C 0.670231 2.033379 0.157099 -0.79 -0.86 -1.02
C 4.003808 1.268937 0.081143 0.62 -0.01 0.44
C 0.944814 2.673607 1.451079 -1.67 -0.05 0.15
H -0.247432 2.513255 -0.248270 0.44 -0.29 0.13
C 3.925476 0.859491 1.346433 0.10 -0.74 -0.23
H 4.801033 0.862873 -0.551759 -0.18 0.09 0.33
H 0.061668 3.014839 2.042269 0.63 -0.23 -0.81
H 4.700885 0.175046 1.740379 -0.57 0.15 -0.49
C 2.171364 2.600613 2.227874 0.96 -0.29 1.66
H 1.888431 2.860560 3.266320 0.17 -0.03 -0.39
H 2.907239 3.378338 1.956142 -0.07 -0.37 0.08
C 1.759273 2.065145 -0.960393 0.00 -0.02 -0.03
H 1.452334 2.829951 -1.695557 0.18 -0.30 0.24
H 1.752284 1.090767 -1.481783 0.00 0.41 0.07
C 3.215617 2.380731 -0.532146 -0.55 0.31 -0.87
H 3.197091 3.260265 0.122173 0.14 -0.22 -0.36
H 3.757369 2.672588 -1.449887 -0.27 0.03 0.35
C 2.867033 1.200086 2.348914 0.27 0.64 0.77
H 3.397235 1.182358 3.322926 -0.39 0.13 -0.27
H 2.097377 0.408261 2.450735 0.32 0.27 -0.32
Sn -0.607405 -1.164137 0.655128 0.07 -0.63 -1.44
H 0.299691 0.905557 0.214605 0.76 1.96 0.41
O -1.057899 -3.112967 -1.657978 -0.56 0.38 -0.96
C -1.402010 -1.961620 -1.463311 1.56 0.08 2.76
C -2.105706 -1.043985 -2.339565 -1.12 0.46 -1.44
C -1.573434 -0.793334 -3.609680 -0.07 0.00 -0.13
C -2.280928 -0.029696 -4.534062 -0.11 0.32 0.21
C -3.517782 0.522731 -4.173617 0.38 -0.37 -0.10
C -4.017663 0.354403 -2.882719 0.13 -0.06 0.30
C -3.319418 -0.413341 -1.942421 1.45 -0.94 0.13
P -4.095509 -0.673053 -0.281038 -1.13 1.19 0.58
C -5.066974 -2.168533 -0.596063 -0.28 -0.45 0.21
C -6.373349 -2.208319 -0.052769 0.71 -0.38 -0.30
C -7.138492 -3.360455 -0.215699 0.13 -0.14 -0.10
C -6.613858 -4.467579 -0.900608 0.11 0.34 0.10
C -5.322218 -4.420515 -1.433155 -0.07 0.07 0.07
C -4.544608 -3.271849 -1.289631 -0.46 0.05 0.27
C -3.092534 -1.163975 1.228127 0.81 -0.76 -0.86
C -2.550630 -2.491802 1.419075 -0.19 0.28 0.76
C -1.803968 -2.776775 2.597454 -0.49 0.12 -0.05
C -1.623008 -1.800640 3.575759 0.33 -0.64 0.26
C -2.220708 -0.541801 3.424647 -0.66 0.59 0.29
C -2.992549 -0.247248 2.314298 -0.19 0.35 0.27
H -0.597064 -1.208165 -3.865233 -0.32 -0.04 0.00
H -1.857439 0.155778 -5.527693 -0.24 -0.11 0.40
H -4.090492 1.066161 -4.917582 0.05 0.08 0.17
H -4.957962 0.828720 -2.598359 0.20 -0.15 -0.03
H -6.745472 -1.351148 0.516933 0.08 -0.29 -0.30
H -8.144751 -3.393606 0.200421 0.21 -0.08 -0.11
H -7.209039 -5.371794 -1.005963 0.08 0.18 0.00
H -4.899154 -5.279964 -1.952598 -0.20 0.15 0.12
H -3.525069 -3.250408 -1.682885 -0.44 -0.03 0.03
H -2.820837 -3.296672 0.739510 0.30 0.22 -0.02
H -1.359755 -3.769517 2.706926 -0.21 0.33 0.02
H -1.020246 -2.030810 4.466209 -0.31 0.17 -0.53
H -2.083705 0.223615 4.201974 -0.18 -0.44 -0.36
H -3.539656 0.705105 2.241085 0.49 -0.41 -0.04

---

Entry 2:
22
Properties=species:S:1:pos:R:3:forces:R:3 method="wB97M-V/def2-TZVPD" smiles="CC(C)[C@@]1(Br)C=CCC=N1" relative_energy_kcal_mol=16.0 energy_ha=-2940.72504 orbital_gap_ha=0.365 e_lumo_ev=0.472 homo_energy_ev=-9.47
C -2.240175 -0.372271 -0.980500 -1.41 -0.74 0.39
C -1.098680 0.259535 -1.043832 -0.06 -0.26 0.37
C -1.336209 -1.598735 0.852860 -1.64 -2.15 0.62
C -2.602930 -0.992229 0.352356 2.41 2.39 0.02
C -0.292551 0.350217 0.206473 2.31 -0.03 -2.56
C 1.967574 0.927593 1.207562 0.74 0.52 -0.02
C 2.084431 0.023728 -1.151851 0.00 -0.31 3.31
C 1.242668 0.851380 -0.156749 -1.37 -0.18 2.22
N -0.271129 -0.977725 0.772420 2.43 1.04 1.17
Br -1.125594 1.796534 1.267717 0.20 -0.13 0.39
H -2.917655 -0.504560 -1.802160 -0.02 -0.07 -0.39
H -0.656708 0.469045 -1.969076 0.47 1.00 -1.16
H -1.334936 -2.668017 1.245542 0.06 1.39 -0.42
H -2.750766 -0.128442 1.027712 -0.45 -0.36 -0.01
H -3.391777 -1.626910 0.381459 -2.47 -1.78 -0.14
H 2.108880 -0.095549 1.650649 -0.86 1.01 -0.04
H 1.653174 1.773927 1.931103 0.31 -1.77 -1.17
H 2.975650 1.126722 0.878879 0.74 0.59 0.34
H 2.641041 -0.738888 -0.546450 -0.69 0.17 -1.03
H 2.789737 0.608734 -1.677268 0.81 0.95 -0.29
H 1.411389 -0.320203 -1.847446 -1.20 -1.68 -1.79
H 1.144566 1.836112 -0.599398 -0.31 0.38 0.21

---

Entry 3:
19
Properties=species:S:1:pos:R:3:forces:R:3 method="wB97M-V/def2-TZVPD" smiles=CCN.NCN relative_energy_kcal_mol=0.0 energy_ha=-286.35161 orbital_gap_ha=0.366 e_lumo_ev=1.010 homo_energy_ev=-8.95
C 2.122871 -0.141911 -1.258354 0.11 0.07 0.10
C 2.551356 0.481718 0.055918 0.01 0.04 0.23
N 1.826651 -0.142311 1.173292 0.16 0.11 0.13
H 2.388051 -1.201778 -1.265401 -0.06 0.00 -0.10
H 2.625511 0.343314 -2.093891 0.02 -0.04 -0.05
H 1.047156 -0.046993 -1.401278 -0.03 -0.04 0.01
H 2.322538 1.549366 0.070885 -0.07 -0.01 -0.06
H 3.639075 0.401132 0.174514 0.00 -0.05 -0.09
H 2.196430 0.193605 2.061299 -0.14 -0.06 -0.19
H 1.983367 -1.144748 1.161746 -0.01 0.00 0.00
N -1.476803 0.169605 0.966487 -0.01 0.08 -0.04
C -1.864362 -0.087562 -0.418428 0.17 -0.05 -0.09
N -3.297638 -0.136398 -0.626955 -0.08 0.03 0.23
H -0.464096 0.262195 1.035286 -0.03 -0.07 0.05
H -1.734860 -0.623149 1.544559 0.03 0.00 0.02
H -1.430578 -1.013746 -0.818948 -0.12 -0.05 0.02
H -1.463159 0.722629 -1.029915 -0.01 0.05 0.02
H -3.699359 0.720268 -0.256021 0.01 -0.02 -0.07
H -3.700911 -0.882793 -0.066429 0.05 -0.01 -0.13

---

Entry 4:
27
Properties=species:S:1:pos:R:3:forces:R:3 method="wB97M-V/def2-TZVPD" smiles=CNB(C(C)C)C(C)C relative_energy_kcal_mol=8.1 energy_ha=-357.06835 orbital_gap_ha=0.361 e_lumo_ev=0.759 homo_energy_ev=-9.07
B -0.009571 0.226872 -0.120546 -0.05 1.39 -4.83
C -2.120485 -0.858598 -1.467995 -1.87 2.68 -0.25
C -0.164139 -2.203087 -0.803692 0.28 -0.70 -4.39
C -0.183326 1.265113 2.241696 1.28 2.03 0.90
C 1.300967 -0.805264 1.844214 -2.82 -0.62 -1.57
C 1.228897 2.232677 -1.414433 -2.27 0.05 -4.28
C -1.021379 -1.032176 -0.485769 -0.16 0.32 2.27
C 0.732390 0.535961 1.198053 -0.31 -0.56 1.67
N 0.365456 1.086086 -1.367683 -1.65 -2.01 3.28
H -1.956879 -0.853087 -2.550537 0.79 -0.05 0.13
H -2.493058 0.223710 -1.229176 -0.34 -2.01 -0.64
H -2.881916 -1.648197 -1.317972 0.07 0.67 0.05
H 0.541297 -1.961731 -1.710853 -0.70 -0.13 1.91
H 0.341177 -2.390074 0.084866 1.34 -1.43 0.99
H -0.727795 -3.066789 -1.313189 0.48 0.84 1.53
H -0.449971 2.427257 2.201183 1.15 -2.25 -0.66
H 0.416154 1.164135 3.221596 -1.68 -0.04 -1.03
H -1.164934 0.838112 2.175922 -0.44 -0.70 0.84
H 0.502942 -1.586193 2.164499 0.87 1.44 -0.75
H 1.856212 -1.263088 1.022764 0.52 -0.22 0.61
H 1.829264 -0.637892 2.732729 1.26 0.45 1.03
H 1.901267 2.046327 -2.270167 0.46 0.60 0.79
H 0.695475 3.203269 -1.586771 0.17 -0.72 -0.09
H 1.581312 2.284686 -0.497287 2.84 0.64 3.90
H -1.614915 -1.347079 0.457182 1.07 0.67 -0.90
H 1.608413 1.140408 1.022774 0.33 0.24 -0.10
H -0.112855 0.978637 -2.231407 -0.61 -0.58 -0.43

---

Entry 5:
11
Properties=species:S:1:pos:R:3:forces:R:3 method="wB97M-V/def2-TZVPD" smiles="C=C=C=O.C=N" relative_energy_kcal_mol=85.4 energy_ha=-285.27845 orbital_gap_ha=0.312 e_lumo_ev=-0.138 homo_energy_ev=-8.62
C -1.244995 0.288049 -0.907603 -0.19 -0.18 0.08
N -1.212430 -0.686830 -0.102977 -0.45 0.27 -0.45
C 0.438823 -0.942899 1.445831 0.21 -0.77 0.77
O 0.024687 -1.910080 1.947799 0.45 0.76 -0.28
C 1.174831 0.143651 1.215030 0.09 0.05 -0.21
C 1.441306 0.860478 0.133458 -0.01 -0.04 0.09
H -1.313159 0.190128 -1.992738 0.02 0.03 -0.02
H 1.002373 0.630899 -0.847425 0.24 0.01 0.20
H -1.186349 1.294967 -0.487776 -0.16 -0.10 -0.15
H -1.216591 -1.600323 -0.555793 -0.17 0.07 -0.14
H 2.091500 1.731955 0.152192 -0.02 -0.10 0.10

---

Entry 6:
32
Properties=species:S:1:pos:R:3:forces:R:3 method="wB97M-V/def2-TZVPD" relative_energy_kcal_mol=50.4 energy_ha=-957.63317 orbital_gap_ha=0.338 e_lumo_ev=-0.189 homo_energy_ev=-9.39
C 0.959674 0.888192 1.130244 1.52 0.52 1.71
C 3.352055 0.712533 0.722596 -4.29 -2.09 1.44
C 1.937057 1.932802 -0.969786 0.07 2.44 2.34
C 1.760759 -0.552669 -0.879591 -1.19 -0.63 2.10
C -2.350884 -1.142829 -1.479211 -0.90 -0.85 2.19
C -0.954804 -1.862431 0.520969 2.92 2.36 -0.61
C -3.062684 -0.778981 0.978994 -1.30 1.69 -0.69
C 1.940262 0.725199 -0.066536 1.30 0.10 1.54
C -1.924513 -0.784617 -0.026410 0.96 -0.55 0.13
N -1.110957 0.491811 0.009530 -1.42 -0.87 -0.20
O -2.894453 2.368807 -0.018290 0.14 -0.48 0.00
O 0.766696 1.994279 1.623888 0.02 -1.42 -0.55
S -1.508646 1.934651 0.065981 -0.52 0.56 -0.35
H 0.751755 -0.053309 1.804426 0.21 1.25 -1.40
H 4.149596 0.759029 0.124019 2.96 -0.36 -2.80
H 3.378815 -0.179566 1.381844 0.22 0.29 -0.49
H 3.457993 1.533338 1.351487 -0.31 1.68 1.19
H 2.099324 2.943315 -0.385610 -0.32 -2.06 -0.85
H 2.731518 1.894189 -1.666034 0.73 -0.24 -0.99
H 0.992656 2.041542 -1.440413 -0.82 0.05 -0.80
H 2.559108 -0.611357 -1.611565 0.24 -0.79 0.23
H 0.826625 -0.458224 -1.401625 -0.42 0.20 -0.67
H 1.479475 -1.437414 -0.148517 1.89 1.47 -1.66
H -3.171302 -1.915201 -1.304173 1.62 0.09 -0.64
H -2.945629 -0.392784 -1.962079 0.32 0.94 -0.36
H -1.418589 -1.425364 -1.969882 -0.67 -0.30 -0.63
H -0.448387 -1.559526 1.494600 -1.19 -0.42 -0.99
H -0.068595 -1.976838 -0.161940 -1.31 -0.08 0.50
H -1.399399 -2.786022 0.590175 -1.22 -2.12 0.36
H -2.553757 -0.442551 1.887171 -0.79 0.57 0.18
H -3.913509 -0.067214 0.552046 1.58 -1.51 1.53
H -3.417252 -1.792779 1.253678 -0.02 0.52 -0.74

---

Entry 7:
10
Properties=species:S:1:pos:R:3:forces:R:3 method="wB97M-V/def2-TZVPD" relative_energy_kcal_mol=123.0 energy_ha=-590.85552 orbital_gap_ha="0.289 / 0.289" e_lumo_ev="-0.456 / -0.454" homo_energy_ev="-8.31 / -8.31"
C 0.694704 -1.189157 0.290099 -1.18 -1.34 -1.45
C -0.299178 -1.565863 -0.344537 0.27 -1.31 0.26
C 1.125869 -0.047631 0.953163 0.47 2.07 -0.94
C -1.056801 -0.391860 -0.840196 1.21 0.53 -0.67
C -0.212414 0.799559 -0.408392 0.23 0.14 2.42
S -1.786537 0.632184 0.422003 0.05 0.63 -0.35
H 0.804852 -0.088290 2.009328 0.08 0.87 -0.53
H 2.117156 0.453776 0.749707 -1.11 -0.85 0.30
H -1.506447 -0.265536 -1.835996 0.15 -0.59 0.53
H 0.118792 1.662818 -0.995183 -0.18 -0.15 0.45